[1]
The following is a DFT calculation (ωB97M-V with the def2-TZVPD basis set) of CH3N2O2 as an isolated structure.

## Properties
ΔE to the lowest compared entry with this formula, charge and spin in eV: 6.3831
Strongest force on any atom in eV Å⁻¹: 8.15
Frontier orbital gap (spin up / spin down) in eV: 7.96 / 7.96
HOMO level (spin up / spin down) in Eh: -0.5908 / -0.5908
Total charge: +1
E_tot in eV: -8144.7502

```
8
CH3N2O2 ωB97M-V with the def2-TZVPD basis set
N 0.914 0.574 -0.798
C 0.610 -0.217 0.239
O 0.818 0.911 -1.892
H 0.904 -1.243 0.604
O 1.226 1.078 0.381
N -1.240 -0.308 0.693
H -1.630 0.451 0.171
H -1.603 -1.247 0.602
```

natural (NBO) population analysis, charges in e, atoms 1 to 4: N 0.506; C 0.287; O -0.016; H 0.308

***

[2]
The following is a DFT calculation (ωB97M-V with the def2-TZVPD basis set) of a 2-piece molecular cluster, CH3N2O2 overall.

## Properties
Spin multiplicity: 3
ΔE to the lowest compared entry with this formula, charge and spin in eV: 4.2931
Strongest force on any atom in eV Å⁻¹: 6.41
Frontier orbital gap (spin up / spin down) in eV: 6.04 / 9.22
HOMO level (spin up / spin down) in Eh: -0.4620 / -0.6925
Total charge: +1
E_tot in eV: -8143.9124

```
8
CH3N2O2 ωB97M-V with the def2-TZVPD basis set
O -2.396 -0.889 -2.218
N -1.311 -0.741 -2.000
N 0.406 0.118 -0.088
O -0.249 -0.848 -2.472
C -0.808 -0.121 -0.159
H -1.548 -0.006 0.637
H 1.139 0.396 0.567
H 0.959 -0.055 -0.923
```

natural (NBO) population analysis, charges in e, atoms 1 to 4: O -0.045; N 0.594; N -0.817; O -0.155

***

[3]
The following is a DFT calculation (ωB97M-V with the def2-TZVPD basis set) of CH3N2O2P in the gas phase.

## Properties
ΔE to the lowest compared entry with this formula, charge and spin in eV: 2.1621
Strongest force on any atom in eV Å⁻¹: 2.36
Frontier orbital gap in eV: 10.30
HOMO level in Eh: -0.3574
E_tot in eV: -17448.5939

```
9
CH3N2O2P ωB97M-V with the def2-TZVPD basis set
H 1.595 0.787 0.489
O 0.600 -1.252 0.558
P 0.449 0.569 1.294
N -0.545 -1.708 -1.444
O 0.362 0.353 2.745
H -1.057 -1.412 -2.234
H -1.638 1.044 0.399
C 0.065 -1.432 -0.482
N -0.652 0.908 0.283
```

natural (NBO) population analysis, charges in e, atoms 1 to 4: H -0.083; O -0.615; P 1.967; N -0.665